[1]
Density functional theory data (the ωB97M-V functional and the def2-TZVPD basis) for a structure of composition C33H32CrN3OPSi.

Output
HOMO (spin up / spin down): -6.6 / -6.9 eV
Kohn-Sham gap (spin up / spin down): 6.51 / 6.83 eV

```
! wB97M-V def2-TZVPD RIJCOSX def2/J DEFGRID3
* xyz 0 5
Cr 0.01 -0.10 0.07
C -2.07 2.14 -3.24
C -1.50 1.80 -2.00
N -0.72 0.74 -1.87
C -0.40 -0.02 -2.97
C -0.75 0.36 -4.28
C -1.65 1.46 -4.37
C -0.21 -0.39 -5.36
C 0.62 -1.44 -5.07
C 0.89 -1.88 -3.77
C 0.36 -1.23 -2.69
N 0.51 -1.54 -1.39
C 1.11 -2.68 -0.92
C 1.27 -3.89 -1.55
C 2.03 -4.93 -0.94
C 2.53 -4.81 0.32
C 2.25 -3.63 1.08
C 2.66 -3.48 2.42
C 2.29 -2.35 3.13
C 1.56 -1.37 2.41
N 1.22 -1.44 1.15
C 1.58 -2.58 0.46
H -2.84 2.95 -3.24
H -1.75 2.38 -1.15
H -2.09 1.70 -5.36
H -0.44 -0.15 -6.41
H 0.99 -2.00 -5.91
H 1.49 -2.71 -3.64
H 0.92 -4.08 -2.56
H 2.17 -5.88 -1.45
H 3.15 -5.61 0.71
H 3.30 -4.26 2.81
H 2.48 -2.17 4.16
H 1.28 -0.48 2.94
C -1.82 -3.63 0.83
P -2.74 -2.13 0.35
C -4.21 -2.01 1.34
C -3.28 -2.62 -1.33
O -1.98 -0.83 0.46
H -2.52 -4.44 0.91
H -1.40 -3.41 1.80
H -1.01 -3.79 0.12
H -4.82 -2.91 1.28
H -4.80 -1.13 0.97
H -4.03 -1.88 2.42
H -3.71 -3.65 -1.30
H -2.40 -2.63 -2.00
H -4.01 -1.91 -1.68
C 3.61 2.95 4.34
C 3.80 2.25 3.18
C 2.71 1.92 2.37
C 1.39 2.23 2.74
C 1.22 2.94 3.95
C 2.31 3.20 4.77
Si -0.14 1.93 1.61
C -0.45 3.63 0.72
C -1.71 4.16 0.65
C -1.93 5.36 0.00
C -0.90 6.06 -0.58
C 0.36 5.52 -0.57
C 0.62 4.31 0.11
H 4.43 3.24 4.94
H 4.77 1.98 2.77
H 2.92 1.37 1.45
H 0.25 3.23 4.28
H 2.13 3.71 5.73
H -1.22 2.03 2.63
H -2.57 3.64 1.07
H -2.93 5.83 -0.03
H -1.01 7.09 -0.97
H 1.20 6.09 -0.93
H 1.62 3.88 0.08
*
```

[2]
Density functional theory data (the ωB97M-V functional and the def2-TZVPD basis) for a structure of composition C33H32CsN4O9PS2.

Output
HOMO (spin up / spin down): -2.9 / -3.1 eV
Kohn-Sham gap (spin up / spin down): 6.35 / 6.98 eV

```
! wB97M-V def2-TZVPD RIJCOSX def2/J DEFGRID3
* xyz -2 1
Cs 1.09 -0.82 1.42
O -2.43 -0.84 2.63
S -1.86 0.37 3.21
O -2.51 0.80 4.44
O -0.40 0.32 3.32
C -2.25 1.70 1.98
C -3.20 2.74 2.50
C -3.75 3.82 1.93
C -2.67 3.55 -0.35
C -3.07 2.11 -0.46
C -2.35 1.30 0.52
S -0.11 0.84 -1.13
O 1.06 1.64 -0.85
O 0.18 -0.59 -1.23
O -1.00 1.35 -2.16
H -3.45 2.57 3.54
H -4.40 4.41 2.58
H -2.57 4.05 -1.33
H -3.67 1.70 -1.25
C -2.60 -3.83 1.74
P -1.66 -2.87 0.49
C -1.28 -4.25 -0.68
C 0.05 -4.68 -0.74
C 0.42 -5.76 -1.54
C -0.54 -6.41 -2.31
C -1.86 -5.98 -2.27
C -2.23 -4.91 -1.46
C -3.03 -2.05 -0.42
C -2.82 -1.64 -1.74
C -3.83 -1.00 -2.45
C -5.05 -0.74 -1.85
C -5.25 -1.10 -0.52
C -4.25 -1.75 0.19
H -2.92 -3.15 2.53
H -1.91 -4.57 2.17
H -3.46 -4.36 1.32
H 0.81 -4.17 -0.15
H 1.45 -6.07 -1.58
H -0.26 -7.24 -2.95
H -2.61 -6.48 -2.88
H -3.26 -4.57 -1.44
H -1.85 -1.81 -2.21
H -3.63 -0.68 -3.47
H -5.83 -0.22 -2.40
H -6.19 -0.86 -0.03
H -4.41 -1.99 1.23
C 4.55 -4.24 0.22
C 3.65 -3.03 0.45
N 4.01 -1.94 -0.23
O 2.67 -3.12 1.19
H 5.60 -3.94 0.19
H 4.30 -4.68 -0.75
H 4.38 -4.97 1.00
H 4.98 -1.85 -0.54
H 3.59 -1.05 -0.01
C 6.29 3.95 0.27
N 6.48 2.54 -0.01
C 7.31 2.15 -1.02
C 7.46 0.86 -1.35
C 6.66 -0.14 -0.63
O 6.75 -1.34 -0.96
N 5.89 0.27 0.40
C 5.75 1.56 0.74
O 5.04 1.97 1.66
H 7.25 4.44 0.46
H 5.66 4.03 1.15
H 5.79 4.45 -0.56
H 7.83 2.95 -1.53
H 8.12 0.55 -2.15
N -0.95 0.87 0.38
C -1.19 2.16 1.03
C -1.33 3.49 0.38
C -3.66 4.35 0.51
C -3.37 5.83 0.44
C -2.16 6.44 0.30
C -0.85 5.88 0.36
C -0.50 4.54 0.59
H -4.66 4.21 0.07
H -4.24 6.49 0.47
H -2.19 7.52 0.21
H -0.04 6.61 0.38
H 0.49 4.33 0.98
*
```

[3]
Density functional theory data (the ωB97M-V functional and the def2-TZVPD basis) for a structure of composition C33H32EuNS.

Output
HOMO (spin up / spin down): -3.0 / -4.0 eV
Kohn-Sham gap (spin up / spin down): 5.65 / 6.65 eV

```
! wB97M-V def2-TZVPD RIJCOSX def2/J DEFGRID3
* xyz -1 8
Eu 0.21 -0.93 -0.98
C 1.49 -2.28 0.98
C 1.16 -3.22 -0.03
C 1.95 -2.94 -1.17
C 2.77 -1.82 -0.87
C 2.51 -1.43 0.47
C 3.25 -0.42 1.30
C 3.90 -1.34 -1.75
C 2.14 -3.84 -2.36
C 0.25 -4.41 0.12
C 1.08 -2.30 2.42
H 3.73 -0.92 2.15
H 2.60 0.36 1.69
H 4.04 0.07 0.72
H 3.54 -0.97 -2.72
H 4.59 -2.16 -1.96
H 4.46 -0.54 -1.27
H 3.09 -4.38 -2.28
H 2.16 -3.28 -3.30
H 1.34 -4.58 -2.42
H 0.80 -5.34 -0.02
H -0.56 -4.40 -0.62
H -0.20 -4.44 1.11
H 1.83 -2.81 3.03
H 0.13 -2.82 2.57
H 0.96 -1.29 2.82
S -3.76 -2.59 -3.60
C -2.46 -3.60 -4.01
C -1.29 -3.20 -3.42
C -1.38 -2.04 -2.59
C -2.69 -1.60 -2.60
C -3.20 -0.40 -1.97
C -4.57 -0.11 -1.86
C -4.98 1.08 -1.29
C -4.02 1.98 -0.84
C -2.69 1.62 -0.96
N -2.28 0.47 -1.50
H -2.62 -4.45 -4.67
H -0.37 -3.75 -3.59
H -5.30 -0.83 -2.22
H -6.03 1.31 -1.20
H -4.29 2.92 -0.40
H -1.90 2.27 -0.62
C 0.87 6.43 1.00
C 1.99 5.88 0.39
C 1.99 4.54 0.02
C 0.89 3.71 0.27
C -0.24 4.29 0.87
C -0.24 5.63 1.23
C 0.96 2.30 -0.19
C 0.41 1.16 0.28
C -0.31 1.08 1.57
C 0.10 1.75 2.73
C -0.57 1.58 3.93
C -1.67 0.75 4.02
C -2.07 0.03 2.90
C -1.38 0.17 1.70
H 0.86 7.47 1.28
H 2.86 6.49 0.18
H 2.86 4.11 -0.45
H -1.12 3.69 1.04
H -1.12 6.05 1.69
H 1.61 2.22 -1.06
H 0.95 2.41 2.69
H -0.22 2.12 4.81
H -2.20 0.62 4.96
H -2.90 -0.66 2.96
H -1.68 -0.44 0.86
*
```

[4]
Density functional theory data (the ωB97M-V functional and the def2-TZVPD basis) for a cluster of 2 separate species, C33H32F6N3 in total.

Output
HOMO: -10.6 eV
Kohn-Sham gap: 5.07 eV

```
! wB97M-V def2-TZVPD RIJCOSX def2/J DEFGRID3
* xyz 1 1
C 4.72 2.53 4.40
N 4.77 1.34 3.56
C 5.87 1.36 2.58
C 5.56 2.33 1.43
F 6.57 2.29 0.54
F 4.41 1.94 0.84
F 5.43 3.56 1.94
C 3.56 0.68 3.23
C 3.43 -0.72 3.23
C 2.24 -1.32 2.92
C 1.09 -0.56 2.58
C -0.13 -1.23 2.32
C -1.42 -0.71 2.05
C -2.51 -1.61 1.87
C -3.78 -1.16 1.63
C -4.05 0.21 1.52
N -5.35 0.73 1.23
C -5.58 1.34 -0.09
C -6.15 1.33 2.31
C -5.68 2.75 2.69
F -6.52 3.25 3.61
F -4.43 2.67 3.20
F -5.67 3.51 1.58
C -2.98 1.10 1.68
C -1.73 0.66 1.97
C 1.27 0.84 2.52
C 2.44 1.43 2.87
H 3.84 2.50 5.04
H 5.61 2.57 5.03
H 4.67 3.42 3.79
H 6.80 1.66 3.08
H 6.04 0.36 2.18
H 4.29 -1.32 3.49
H 2.16 -2.40 2.94
H -0.07 -2.30 2.36
H -2.32 -2.67 1.96
H -4.59 -1.86 1.51
H -4.85 0.96 -0.81
H -6.58 1.10 -0.44
H -5.47 2.41 -0.02
H -7.20 1.37 2.00
H -6.11 0.69 3.19
H -3.19 2.16 1.64
H -1.02 1.42 2.19
H 0.53 1.48 2.11
H 2.54 2.50 2.79
C 3.40 -7.26 1.81
C 2.12 -7.80 1.85
C 1.16 -7.21 2.64
C 1.45 -6.09 3.40
C 0.41 -5.47 4.28
N 0.39 -5.98 5.57
C -0.43 -5.56 6.44
C -0.51 -6.04 7.80
C -1.46 -5.52 8.68
C -1.54 -5.97 9.98
C -0.68 -6.96 10.42
C 0.26 -7.50 9.56
C 0.34 -7.04 8.26
C 2.73 -5.57 3.35
C 3.70 -6.15 2.56
H 4.15 -7.72 1.19
H 1.88 -8.67 1.26
H 0.17 -7.63 2.68
H 0.57 -4.39 4.33
H -0.58 -5.61 3.83
H -1.11 -4.78 6.15
H -2.12 -4.74 8.34
H -2.27 -5.56 10.65
H -0.75 -7.32 11.44
H 0.92 -8.27 9.90
H 1.07 -7.46 7.58
H 2.97 -4.70 3.95
H 4.70 -5.73 2.53
*
```

[5]
Density functional theory data (the ωB97M-V functional and the def2-TZVPD basis) for a structure of composition C33H32IrN8O3S2Se.

Output
HOMO (spin up / spin down): -12.0 / -13.1 eV
Kohn-Sham gap (spin up / spin down): 6.23 / 5.51 eV

```
! wB97M-V def2-TZVPD RIJCOSX def2/J DEFGRID3
* xyz 2 6
Ir 0.33 0.63 -0.19
N 1.23 -0.54 -2.11
N 2.60 -0.83 -2.16
C 3.34 -0.80 -1.03
N 4.62 -1.15 -1.16
S 2.70 -0.39 0.47
H 0.66 -1.38 -2.09
H 0.97 0.05 -2.89
H 2.99 -1.14 -3.03
H 5.04 -1.39 -2.04
H 5.22 -1.10 -0.35
C 0.57 -10.33 0.24
O -0.55 -10.24 1.12
C -0.79 -9.09 1.75
C -1.91 -9.09 2.59
C -2.23 -7.97 3.30
C -1.46 -6.80 3.15
C -0.33 -6.81 2.32
C 0.01 -7.94 1.62
N -1.82 -5.73 3.93
N -1.43 -4.56 3.81
C -1.23 -3.83 2.70
C -1.74 -4.20 1.43
C -1.64 -3.37 0.35
C -1.01 -2.09 0.46
O -0.91 -1.30 -0.52
C -0.51 -1.69 1.77
N 0.05 -0.47 1.85
C 0.50 -0.03 3.01
C 0.41 -0.81 4.18
C -0.14 -2.06 4.11
C -0.62 -2.53 2.88
H 0.54 -11.34 -0.17
H 1.51 -10.20 0.79
H 0.50 -9.60 -0.56
H -2.50 -10.00 2.68
H -3.07 -7.95 3.98
H 0.30 -5.93 2.25
H 0.90 -7.95 1.01
H -2.24 -5.15 1.33
H -2.05 -3.64 -0.61
H 0.93 0.96 3.04
H 0.79 -0.41 5.11
H -0.23 -2.68 4.99
C -2.84 4.14 3.02
C -3.26 2.85 2.30
C -2.16 2.29 1.52
N -1.27 1.88 0.93
H -3.68 4.50 3.61
H -2.57 4.92 2.30
H -2.00 3.97 3.68
H -4.09 3.02 1.62
H -3.58 2.09 3.02
O -0.53 1.77 -2.14
S -1.36 1.82 -3.42
C -3.06 1.58 -2.94
C -4.06 1.79 -3.88
C -5.38 1.57 -3.53
C -5.69 1.14 -2.25
C -4.69 0.91 -1.32
C -3.36 1.13 -1.66
C -1.42 3.52 -3.88
C -1.64 4.49 -2.91
C -1.68 5.82 -3.30
C -1.49 6.16 -4.64
C -1.27 5.18 -5.59
C -1.22 3.84 -5.22
H -3.81 2.14 -4.88
H -6.16 1.74 -4.26
H -6.73 0.97 -1.98
H -4.94 0.57 -0.33
H -2.57 0.95 -0.95
H -1.78 4.20 -1.88
H -1.85 6.59 -2.56
H -1.53 7.20 -4.93
H -1.12 5.46 -6.63
H -1.03 3.07 -5.95
Se 1.62 2.87 -0.34
C 2.03 2.94 1.43
N 2.24 2.95 2.57
*
```

[6]
Density functional theory data (the ωB97M-V functional and the def2-TZVPD basis) for a cluster of 7 separate species, C33H32N7O14 in total.

Output
HOMO: -6.5 eV
Kohn-Sham gap: 6.65 eV

```
! wB97M-V def2-TZVPD RIJCOSX def2/J DEFGRID3
* xyz -1 1
N 12.09 48.96 13.67
O 11.72 48.28 12.70
O 13.00 48.62 14.40
O 11.48 50.10 13.76
C 8.18 48.72 13.12
C 7.84 50.19 13.58
C 6.47 50.47 14.14
C 5.45 49.28 14.55
C 6.05 47.94 14.44
C 7.28 47.79 13.57
N 4.17 49.50 15.30
O 3.65 48.58 15.94
O 3.91 50.72 15.44
H 9.05 48.30 12.88
H 8.44 51.14 13.48
H 6.12 51.40 14.61
H 5.45 47.02 14.76
H 7.70 46.76 13.59
C 14.98 48.44 18.23
C 15.22 49.46 19.30
C 15.37 50.95 18.91
C 15.07 51.31 17.39
C 14.88 50.25 16.33
C 14.91 48.85 16.85
N 14.83 52.74 17.00
O 14.75 53.60 17.87
O 15.10 53.14 15.84
H 15.03 47.31 18.30
H 15.14 49.16 20.31
H 15.20 51.64 19.58
H 14.82 50.30 15.28
H 14.82 48.04 16.33
C 14.67 50.35 11.36
C 15.21 51.57 12.12
C 15.77 52.73 11.11
C 15.80 52.40 9.59
C 15.18 51.13 8.99
C 14.65 50.10 10.02
N 16.52 53.38 8.72
O 16.60 53.11 7.49
O 16.97 54.30 9.32
H 14.04 49.66 11.84
H 15.06 51.78 13.19
H 16.08 53.62 11.43
H 15.30 50.91 7.92
H 14.30 49.10 9.63
C 13.02 44.10 16.47
C 12.48 45.40 15.77
C 11.50 45.20 14.55
C 10.72 43.84 14.45
C 11.32 42.66 15.08
C 12.52 42.82 16.16
N 9.54 43.58 13.61
O 8.93 42.47 13.69
O 8.94 44.55 13.10
H 13.69 44.24 17.16
H 12.93 46.23 16.02
H 10.94 45.97 13.94
H 10.93 41.69 14.95
H 12.95 41.97 16.67
C 14.92 46.37 12.10
C 14.31 46.46 10.65
C 15.07 45.96 9.53
C 16.55 45.48 9.77
C 17.20 45.56 11.11
C 16.22 46.07 12.27
N 17.33 44.99 8.62
O 16.89 44.72 7.51
O 18.51 44.71 8.88
H 14.30 46.81 13.03
H 13.20 46.88 10.44
H 14.56 46.21 8.66
H 18.29 45.08 11.23
H 16.70 46.21 13.26
C 9.86 45.46 8.22
O 9.80 44.68 7.29
N 10.16 45.22 9.39
C 10.19 46.22 10.50
C 10.62 43.77 9.74
H 9.66 46.52 8.26
H 10.39 45.90 11.44
H 9.25 46.51 10.70
H 10.68 47.10 10.39
H 10.25 43.49 10.73
H 11.90 43.77 9.63
H 10.33 43.12 8.97
*
```

Number 1: F_max 0.044 hartree/bohr. Number 2: F_max 0.020 hartree/bohr. Number 3: F_max 0.032 hartree/bohr. Number 4: F_max 0.056 hartree/bohr. Number 5: F_max 0.013 hartree/bohr. Number 6: F_max 0.212 hartree/bohr.